# 1
{
  "formula": "CH2O3PS2",
  "method": "the ωB97M-V functional and the def2-TZVPD basis",
  "symbols": ["C", "O", "O", "O", "P", "S", "S", "H", "H"],
  "positions_angstrom": [[-1.2855, -0.8129, 0.2282], [-1.1694, 0.4549, 0.3420], [0.2749, 2.4041, -0.0531], [1.1399, 0.5500, 1.2978], [1.3624, 0.0680, -1.6146], [-2.5361, -1.7277, 0.7107], [0.5111, 0.9934, 0.0744], [-0.4265, -1.3065, -0.2679], [2.1292, -0.6234, -0.7175]],
  "forces_ev_per_angstrom": [[2.265, -2.563, -1.413], [0.880, 4.063, -0.080], [-0.295, 0.213, -0.357], [0.044, -0.136, -0.070], [-0.966, 0.670, -0.466], [-2.080, -1.359, 0.865], [-0.032, 0.199, 0.905], [-0.423, -0.373, 0.013], [0.607, -0.715, 0.603]],
  "charge": -1,
  "multiplicity": 3,
  "gap_ev": [5.33, 4.82],
  "s_squared": 2.006,
  "homo_ev": [-2.1, -3.9]
}

=====

# 2
{
  "formula": "C7H16N2O",
  "method": "the ωB97M-V functional and the def2-TZVPD basis",
  "symbols": ["C", "C", "C", "C", "C", "O", "N", "H", "H", "H", "H", "H", "H", "H", "H", "H", "H", "H", "C", "C", "N", "H", "H", "H", "H", "H"],
  "positions_angstrom": [[1.4088, 0.2664, 0.3878], [1.9207, 1.1736, 1.4882], [1.7699, 0.7739, -0.9913], [-1.2007, 1.4116, 0.8786], [-0.4763, 0.0924, 0.8123], [1.9637, -1.0042, 0.5355], [-0.7636, -0.8245, 1.6733], [1.3484, -1.6321, 0.9447], [-0.2938, -1.7095, 1.4741], [1.5939, 2.2045, 1.3453], [2.8579, 0.8119, -1.1201], [1.5809, 0.8373, 2.4715], [3.0173, 1.1834, 1.4989], [1.3651, 1.7712, -1.1689], [1.4143, 0.0965, -1.7718], [-1.0210, 2.0009, -0.0192], [-2.2736, 1.2259, 0.9661], [-0.9015, 1.9558, 1.7756], [-1.7919, -2.1121, -1.1147], [-1.3708, -0.6990, -1.3345], [-1.7690, 0.1308, -2.1952], [-2.4534, -0.2683, -2.8527], [-0.2821, -0.2712, -0.5424], [-2.4718, -2.4601, -1.8976], [-0.9052, -2.7526, -1.1083], [-2.2663, -2.2027, -0.1351]],
  "forces_ev_per_angstrom": [[-1.323, -0.108, 0.601], [-0.196, 0.281, 0.319], [-0.346, -0.049, -0.267], [-0.171, -0.219, -0.337], [2.966, 0.503, 2.415], [-0.131, -0.596, -0.264], [-0.496, 0.260, -1.528], [0.137, 0.391, 0.137], [0.309, 0.040, 0.447], [-0.073, -0.009, -0.022], [-0.113, 0.030, 0.309], [0.010, -0.026, -0.124], [-0.152, -0.150, -0.151], [-0.008, -0.038, -0.017], [-0.149, 0.075, 0.064], [0.019, 0.104, 0.075], [0.090, -0.009, -0.059], [0.180, -0.036, -0.127], [0.243, -0.088, 0.242], [1.971, 1.072, -0.038], [0.322, -0.271, 0.236], [-0.018, 0.061, 0.389], [-2.988, -1.289, -2.369], [0.015, 0.142, 0.120], [-0.072, -0.021, -0.001], [-0.028, -0.049, -0.048]],
  "multiplicity": 1,
  "gap_ev": 8.78,
  "homo_ev": -8.2
}

=====

# 3
{
  "formula": "C11H11CoN3O4S3",
  "method": "the ωB97M-V functional and the def2-TZVPD basis",
  "symbols": ["Co", "C", "C", "N", "C", "C", "N", "C", "O", "O", "C", "O", "O", "H", "H", "H", "H", "H", "C", "C", "S", "C", "C", "S", "H", "H", "H", "H", "H", "H", "S", "C", "N"],
  "positions_angstrom": [[0.2493, -1.7361, 0.7311], [-2.3403, -0.5570, 3.5900], [-2.0641, 0.0684, 2.2691], [-1.3314, -0.4497, 1.2998], [-1.3234, 0.4689, 0.2634], [-2.0440, 1.5642, 0.6258], [-2.5175, 1.2730, 1.8970], [-2.5380, 2.8068, -0.0126], [-2.0914, 3.1750, -1.1969], [-3.3571, 3.4775, 0.5878], [-0.5589, 0.1139, -0.9187], [-0.0838, 2.1667, -2.5235], [-0.3410, -1.1436, -1.1518], [-1.6007, -1.3311, 3.7888], [-3.3347, -1.0078, 3.5975], [-2.2959, 0.1883, 4.3843], [-3.1375, 1.8919, 2.3956], [-1.3078, 2.6928, -1.5786], [2.0864, 0.3732, -3.4583], [1.8789, 0.3744, -1.9665], [0.5776, 1.4100, -1.3605], [2.5230, -0.3889, -1.0735], [3.5905, -1.3477, -1.5302], [2.1870, -0.4013, 0.6807], [1.5175, 1.1773, -3.9232], [1.7409, -0.5662, -3.8984], [3.1392, 0.5039, -3.7133], [3.9172, -1.1636, -2.5524], [3.2008, -2.3678, -1.4707], [4.4521, -1.2998, -0.8623], [0.4508, -4.0356, 1.0264], [0.4094, -3.2790, 2.5400], [0.3469, -2.6509, 3.5145]],
  "forces_ev_per_angstrom": [[0.086, 0.687, -0.623], [-0.016, -0.031, -0.036], [0.155, -0.062, 0.061], [-0.110, -0.195, 0.137], [0.389, -0.483, -0.401], [-0.598, 0.628, -0.042], [-0.002, 0.122, 0.043], [0.278, -0.044, 0.135], [-0.396, 0.168, 0.367], [-0.129, -0.030, 0.042], [-0.154, -0.351, 0.344], [0.476, -0.266, 0.308], [-0.011, 0.229, 0.053], [-0.005, 0.030, -0.028], [0.005, -0.010, 0.003], [-0.004, 0.006, -0.004], [0.043, -0.015, -0.014], [0.015, -0.081, -0.451], [-0.015, -0.057, 0.060], [0.124, 0.002, -0.259], [-0.040, 0.199, -0.208], [0.042, -0.020, 0.038], [0.004, -0.030, 0.152], [-0.065, -0.049, -0.172], [-0.026, 0.037, 0.062], [0.008, -0.008, 0.031], [-0.005, 0.010, -0.005], [-0.005, 0.012, -0.015], [0.001, 0.004, 0.006], [-0.024, 0.015, 0.004], [-0.111, 0.009, 0.490], [0.044, -0.444, -0.278], [0.045, 0.019, 0.200]],
  "charge": -1,
  "multiplicity": 5,
  "gap_ev": [6.62, 7.83],
  "s_squared": 6.019,
  "homo_ev": [-3.8, -5.3]
}

=====

Computed values of relative energy (zero: lowest compared OMol25 entry of this formula, charge and spin) (unit: kcal per mole) for the preceding records, in sequence: 33.3 116.9 68.0.
Computed values of E_tot (unit: a.u.) for the preceding records, in sequence: -1402.658946 -460.917576 -3468.442889.